1.
The following is a DFT calculation (ωB97M-V/def2-TZVPD) of C29H18Cl3CoN8O2S3 as an isolated structure at a distorted geometry.

Element x y z (Å)
Co (13.257, 3.187, 13.126)
O (11.146, 8.433, 9.219)
C (10.447, 7.734, 9.954)
O (9.234, 7.746, 10.148)
C (11.163, 6.726, 10.770)
C (12.559, 6.675, 10.749)
C (13.195, 5.798, 11.640)
N (12.540, 4.870, 12.378)
C (11.184, 4.995, 12.458)
C (10.455, 5.864, 11.646)
C (10.635, 4.214, 13.582)
C (9.260, 4.010, 13.827)
C (8.868, 3.214, 14.919)
C (9.897, 2.685, 15.729)
C (11.221, 2.930, 15.420)
N (11.606, 3.653, 14.348)
C (14.658, 5.953, 11.906)
C (15.521, 6.733, 11.102)
C (16.872, 6.696, 11.435)
C (17.311, 6.005, 12.567)
C (16.367, 5.405, 13.373)
N (15.072, 5.399, 13.070)
H (13.171, 7.298, 10.086)
H (9.360, 5.877, 11.721)
H (8.531, 4.453, 13.140)
H (7.816, 2.986, 15.087)
H (9.644, 2.084, 16.623)
H (12.059, 2.513, 15.989)
H (15.098, 7.325, 10.295)
H (17.586, 7.203, 10.801)
H (18.382, 5.994, 12.802)
H (16.626, 4.887, 14.305)
S (11.582, 2.109, 11.253)
C (11.549, 0.869, 12.373)
S (12.677, 0.733, 13.637)
C (10.561, -0.142, 12.277)
C (9.583, -0.206, 11.257)
N (8.754, -0.300, 10.444)
C (10.410, -1.185, 13.238)
N (10.270, -2.009, 14.051)
Cl (16.278, 4.149, 9.209)
C (16.562, 2.586, 10.185)
Cl (18.038, 2.634, 11.127)
Cl (16.308, 1.258, 9.169)
C (15.396, 2.787, 11.025)
N (14.599, 2.634, 11.876)
N (15.886, 0.796, 14.054)
C (15.992, 1.687, 15.059)
S (14.825, 2.872, 15.248)
N (17.085, 1.451, 15.853)
C (17.698, 2.152, 16.904)
C (17.216, 3.337, 17.454)
C (17.934, 3.935, 18.492)
C (19.092, 3.344, 19.010)
C (19.544, 2.131, 18.483)
C (18.890, 1.547, 17.409)
H (15.117, 0.879, 13.382)
H (16.623, 0.129, 13.895)
H (17.583, 0.589, 15.643)
H (16.297, 3.766, 17.055)
H (17.609, 4.907, 18.882)
H (19.626, 3.854, 19.807)
H (20.440, 1.653, 18.900)
H (19.251, 0.620, 16.946)

## Properties
Energy, eV: -154082.617
Net charge: -1
Gap between HOMO and LUMO (spin up / spin down), eV: 5.678 / 5.655
Lowest unoccupied orbital energy (spin up / spin down), eV: 1.044 / 1.034
2S+1: 4

2.
The following is a DFT calculation (ωB97M-V/def2-TZVPD) of a 7-piece molecular cluster, C31H81N7O12 overall at a distorted geometry.

Element x y z (Å)
C (19.470, -19.613, -20.152)
O (18.287, -19.715, -19.408)
C (18.043, -21.088, -18.918)
C (16.687, -21.253, -18.060)
N (16.872, -20.703, -16.662)
C (17.430, -19.385, -16.600)
C (17.456, -18.840, -15.115)
O (16.146, -18.943, -14.582)
C (15.313, -17.823, -14.802)
H (19.537, -18.577, -20.485)
H (19.371, -20.215, -21.055)
H (20.339, -19.787, -19.517)
H (18.902, -21.401, -18.324)
H (17.890, -21.803, -19.727)
H (16.417, -22.306, -17.976)
H (15.951, -20.664, -18.607)
H (15.996, -20.738, -16.159)
H (16.955, -18.711, -17.313)
H (18.485, -19.365, -16.871)
H (17.910, -17.859, -14.974)
H (18.186, -19.413, -14.544)
H (15.630, -16.865, -14.390)
H (14.372, -18.141, -14.353)
H (15.159, -17.541, -15.844)
C (21.296, -24.107, -31.545)
O (20.392, -23.553, -30.656)
C (20.267, -24.435, -29.544)
C (19.725, -23.612, -28.393)
N (18.401, -23.094, -28.626)
C (18.017, -22.250, -27.476)
C (16.560, -21.916, -27.606)
O (16.028, -21.245, -26.467)
C (14.664, -20.878, -26.581)
H (22.283, -24.241, -31.104)
H (21.484, -23.443, -32.389)
H (20.992, -25.051, -31.999)
H (21.203, -24.887, -29.217)
H (19.569, -25.262, -29.671)
H (20.486, -22.866, -28.161)
H (19.542, -24.235, -27.518)
H (18.427, -22.400, -29.359)
H (18.736, -21.431, -27.501)
H (18.197, -22.908, -26.625)
H (15.974, -22.820, -27.774)
H (16.411, -21.320, -28.506)
H (14.425, -20.526, -27.584)
H (14.358, -20.152, -25.828)
H (14.112, -21.806, -26.428)
C (15.449, -16.291, -20.436)
O (14.347, -16.364, -19.583)
C (13.715, -17.609, -19.533)
C (12.515, -17.551, -18.619)
N (12.925, -17.237, -17.294)
C (11.925, -16.651, -16.362)
C (10.453, -17.140, -16.517)
O (9.923, -16.499, -17.753)
C (8.516, -16.635, -18.044)
H (15.175, -16.559, -21.457)
H (16.237, -16.994, -20.168)
H (15.754, -15.255, -20.586)
H (14.450, -18.323, -19.160)
H (13.521, -17.937, -20.554)
H (11.929, -18.470, -18.605)
H (11.915, -16.798, -19.132)
H (13.739, -16.650, -17.398)
H (11.907, -15.563, -16.418)
H (12.395, -16.910, -15.413)
H (9.907, -16.812, -15.633)
H (10.402, -18.222, -16.637)
H (8.083, -15.832, -17.449)
H (8.164, -17.644, -17.829)
H (8.388, -16.547, -19.123)
C (14.579, -16.116, -24.893)
O (15.400, -17.167, -25.221)
C (16.388, -16.819, -26.187)
C (17.279, -18.117, -26.343)
N (18.511, -18.055, -25.495)
C (19.346, -19.189, -25.684)
C (20.392, -19.050, -24.639)
O (21.082, -20.232, -24.928)
C (22.079, -20.630, -23.978)
H (13.997, -15.749, -25.738)
H (15.040, -15.215, -24.489)
H (13.931, -16.444, -24.081)
H (17.060, -15.995, -25.945)
H (16.012, -16.635, -27.193)
H (17.377, -18.358, -27.402)
H (16.625, -18.949, -26.082)
H (18.098, -18.125, -24.575)
H (19.781, -19.255, -26.681)
H (18.679, -20.039, -25.538)
H (19.924, -18.939, -23.660)
H (21.020, -18.192, -24.882)
H (21.675, -20.442, -22.984)
H (23.076, -20.193, -24.046)
H (22.213, -21.711, -24.023)
C (17.500, -22.225, -23.441)
O (18.146, -23.333, -24.128)
C (18.211, -24.549, -23.429)
C (19.020, -25.607, -24.232)
N (18.323, -25.751, -25.488)
C (18.919, -26.593, -26.487)
C (18.034, -26.855, -27.783)
O (16.971, -27.794, -27.553)
C (16.164, -28.216, -28.631)
H (16.420, -22.317, -23.556)
H (17.641, -21.324, -24.037)
H (17.824, -21.976, -22.431)
H (17.224, -24.903, -23.131)
H (18.820, -24.386, -22.540)
H (19.022, -26.565, -23.711)
H (20.038, -25.218, -24.272)
H (17.997, -24.860, -25.835)
H (19.119, -27.602, -26.125)
H (19.943, -26.248, -26.635)
H (18.650, -27.386, -28.509)
H (17.731, -25.890, -28.190)
H (15.588, -27.351, -28.961)
H (15.570, -29.101, -28.405)
H (16.834, -28.589, -29.406)
N (15.334, -19.501, -23.094)
C (16.393, -19.341, -22.386)
N (16.340, -19.900, -21.283)
O (17.430, -18.865, -22.784)
H (15.237, -18.904, -23.903)
H (14.532, -19.843, -22.585)
H (15.438, -20.257, -21.002)
H (17.046, -19.725, -20.582)
O (13.534, -20.975, -20.931)
H (12.938, -21.702, -21.110)
H (13.358, -20.740, -20.020)

## Properties
Energy, eV: -68451.998
Gap between HOMO and LUMO, eV: 7.918
SMILES string: COCCNCCOC.COCCNCCOC.COCCNCCOC.COCCNCCOC.COCCNCCOC.NC(N)=O.O
Lowest unoccupied orbital energy, eV: -0.018

3.
The following is a DFT calculation (ωB97M-V/def2-TZVPD) of C3H3FInO2 as an isolated structure at a distorted geometry.

Element x y z (Å)
H (-0.343, -0.919, 0.611)
H (-0.518, -1.175, -1.330)
O (-1.775, 0.234, -0.492)
C (-0.984, -1.037, -0.354)
C (-1.901, 1.376, -0.306)
H (-1.747, -1.787, -0.145)
O (0.534, 1.459, 0.599)
C (1.424, 0.692, 0.297)
F (1.857, -0.224, 1.279)
In (3.452, 1.382, -0.158)

## Properties
Energy, eV: -15101.917
Net charge: +3
Gap between HOMO and LUMO (spin up / spin down), eV: 6.479 / 6.481
Lowest unoccupied orbital energy (spin up / spin down), eV: -19.592 / -19.591

In the order shown, the computed energy above the lowest of the compared OMol25 structures with the same formula, charge and spin values come out to 0.000; 2.787; 1.071 eV.